[1]
The following is a quantum chemistry calculation of a molecular structure, C29H35Cl2N7O3S3W, from OMol25.

The value obtained for the lowest unoccupied orbital energy (alpha / beta) is -0.214 / -0.227 hartree. For the energy above the lowest of the compared OMol25 structures with the same formula, charge and spin, the calculation gives 0.00 kcal per mole. Its spin multiplicity is 3. The net charge is +2. Its HOMO energy (alpha / beta) is -11.7933 / -12.1107 eV.

XYZ file:
```
80
Properties=species:S:1:pos:R:3:forces:R:3
W -0.534146 0.232309 0.478588 0.12 -0.02 -0.84
Cl 0.410573 -4.002394 5.967520 0.15 0.01 0.23
C -0.102702 -3.369105 4.465959 -0.29 0.08 -0.60
C 0.303243 -2.092156 4.088246 0.13 0.08 0.16
C -0.104352 -1.565294 2.865124 -0.55 -1.47 0.15
N 0.249876 -0.336162 2.335270 0.15 0.97 -0.35
C 1.056596 0.516230 3.040385 -0.09 -0.45 0.81
O 1.504334 0.376126 4.172906 -0.30 0.31 -1.05
C 1.403574 1.714015 2.241980 0.22 0.58 -0.22
C 2.171648 2.718187 2.810920 -0.01 -0.28 0.33
C 2.544025 3.804988 2.038212 0.01 0.18 -0.05
C 2.150979 3.814554 0.702814 0.31 0.25 -0.17
C 1.372848 2.783689 0.204896 0.00 -0.18 -0.15
N 0.958576 1.748330 0.963909 0.88 0.90 0.40
C -0.966597 -2.313530 2.032563 0.75 -0.38 1.11
C -1.362712 -3.595184 2.409063 -0.10 -0.11 -0.08
C -0.922992 -4.127553 3.619645 0.26 0.59 0.02
Cl -1.382284 -5.711109 4.070381 -0.18 -0.23 -0.08
N -1.379240 -1.617696 0.904596 -0.39 0.10 -0.69
C -2.222348 -2.208018 -0.012816 0.52 -1.25 0.18
O -2.381477 -3.411407 -0.206103 -0.08 1.33 0.10
C -2.970653 -1.164854 -0.734411 -0.49 0.60 -0.29
C -4.148164 -1.450903 -1.421221 0.34 -0.46 0.11
C -4.944265 -0.402058 -1.841116 -0.20 0.09 -0.12
C -4.520593 0.895204 -1.564185 -0.36 0.25 -0.20
C -3.308565 1.099839 -0.936890 0.49 0.41 0.08
N -2.517252 0.092955 -0.524099 -0.81 -0.60 -0.20
H 0.929768 -1.500864 4.748750 -0.21 -0.37 -0.16
H 2.458333 2.591925 3.860196 -0.09 0.07 -0.46
H 3.133653 4.621122 2.468918 -0.20 -0.34 -0.25
H 2.461827 4.618005 0.030321 -0.15 -0.28 0.24
H 1.045649 2.777403 -0.832300 0.11 -0.03 0.30
H -2.011570 -4.182130 1.763624 0.25 0.12 0.29
H -4.413244 -2.503800 -1.568074 0.09 0.47 0.11
H -5.890930 -0.587620 -2.355516 0.34 0.08 0.20
H -5.139582 1.758357 -1.834174 0.34 -0.38 0.11
H -2.939755 2.112980 -0.759365 -0.21 -0.50 -0.09
C 3.843205 -3.859466 -2.159837 0.08 -0.28 -0.29
C 3.244348 -3.730780 -0.761890 0.48 -0.57 0.27
N 2.149847 -2.772629 -0.686708 -0.14 0.88 0.34
C 0.798271 -3.287100 -0.844857 -0.69 0.02 0.33
C 0.377340 -3.474673 -2.293222 -0.17 -0.32 -0.47
C 2.347482 -1.466808 -0.517919 0.11 -0.86 -0.13
C 3.759402 -0.988189 -0.315974 0.38 0.01 -0.06
N 1.366341 -0.569686 -0.539351 -0.40 1.02 0.17
H 4.751071 -4.484436 -2.104297 -0.37 0.27 -0.09
H 4.121962 -2.878871 -2.573427 -0.07 -0.34 0.07
H 3.133078 -4.349152 -2.852382 0.45 0.31 0.32
H 4.023903 -3.460173 -0.032715 -0.32 -0.13 -0.26
H 2.839681 -4.710589 -0.448364 0.20 0.51 -0.05
H 0.132973 -2.558533 -0.362858 0.35 -0.61 -0.20
H 0.726642 -4.238595 -0.289512 0.01 0.44 -0.19
H 0.427534 -2.521174 -2.849438 0.05 -0.38 0.21
H -0.670003 -3.834128 -2.310728 0.54 0.15 -0.02
H 1.006568 -4.226457 -2.810429 -0.43 0.46 0.24
H 4.409352 -1.255063 -1.166873 -0.23 0.09 0.44
H 4.177340 -1.447838 0.600150 -0.17 0.25 -0.45
H 3.770020 0.101437 -0.189679 0.06 -0.30 -0.02
H 1.827998 0.349214 -0.617768 -0.25 -0.76 0.18
S -1.905217 1.801060 2.000863 0.05 -0.22 -0.12
C -1.736913 3.400682 1.485659 -0.13 0.46 0.34
N -1.905087 4.430239 2.310716 -0.13 -0.71 0.07
C -1.723742 5.774013 1.793931 0.12 0.93 0.51
C -1.692166 5.679553 0.269195 -0.29 0.19 -0.46
S -1.395556 3.918285 -0.136266 -0.22 0.41 0.21
H -2.101513 4.274090 3.302026 0.10 -0.03 -0.48
H -0.785888 6.207932 2.200740 -0.45 -0.30 -0.25
H -2.554051 6.417110 2.141891 0.40 -0.31 -0.24
H -0.896838 6.292476 -0.171893 -0.23 -0.21 0.16
H -2.652324 5.967892 -0.190041 0.43 -0.11 0.25
C 0.968236 1.800681 -3.741032 0.09 -0.01 -0.05
S -0.108525 0.558072 -2.951309 -0.15 0.79 -1.00
C -1.578757 0.875343 -3.985545 -0.10 -0.15 -0.15
O -0.435784 1.231752 -1.615847 0.04 0.02 1.03
H 0.500218 2.804074 -3.663542 0.17 -0.67 0.02
H 1.109010 1.530041 -4.805028 -0.04 0.07 0.58
H 1.943406 1.788698 -3.218227 -0.52 -0.05 -0.28
H -1.290892 0.751343 -5.052010 -0.11 0.06 0.70
H -1.958015 1.898121 -3.799280 0.33 -0.51 -0.05
H -2.356039 0.127879 -3.741465 0.43 0.35 -0.02
```
Forces are in eV/Å.

Results of the Löwdin charge analysis, in e, for atoms 1 through 4:
1. W 1.5394
2. Cl 0.7295
3. C -0.6823
4. C -0.0177


[2]
The following is a quantum chemistry calculation of 9 unconnected molecules or ions with the total composition C31H39Cl9N4O6, from OMol25.

The value obtained for the lowest unoccupied orbital energy is 0.014 hartree. Its SMILES is CCOC(=O)OC.CCOC(=O)OC.ClC(Cl)Cl.ClC(Cl)Cl.ClC(Cl)Cl.c1ccncc1.c1ccncc1.c1ccncc1.c1ccncc1. The net charge is 0. Its HOMO energy is -9.4444 eV.

XYZ file:
```
89
Properties=species:S:1:pos:R:3:forces:R:3
C -3.047495 2.305370 -5.588330 0.50 -0.10 -0.68
C -2.454185 1.531570 -4.403540 -2.17 -0.38 -1.19
O -1.090245 1.294030 -4.543070 1.99 0.63 1.20
C -0.459975 0.532070 -5.400690 -0.22 -1.96 -2.97
O -0.963915 -0.069130 -6.377900 1.47 1.61 2.91
O 0.879605 0.518860 -5.066620 -1.79 0.21 0.00
C 1.734025 -0.266550 -5.906340 -0.36 0.32 -0.66
H -4.132805 2.406400 -5.587160 0.07 0.25 0.65
H -2.875135 1.780490 -6.527950 0.25 -0.46 0.16
H -2.543665 3.255920 -5.763560 -0.24 0.25 0.45
H -2.995385 0.587670 -4.338340 0.10 -0.30 -0.02
H -2.614515 2.018840 -3.441780 0.39 0.27 -0.15
H 2.745535 0.117120 -5.773090 -0.17 -0.26 0.31
H 1.453775 -0.094260 -6.945510 -0.02 -0.17 -0.02
H 1.620395 -1.326380 -5.678400 0.19 0.08 0.08
C 0.830915 -6.862960 -0.268670 -0.70 0.24 0.28
C 0.031275 -5.571250 -0.610930 0.85 -1.13 0.12
O 0.158975 -4.587340 0.463130 -0.09 0.23 -0.07
C 1.233755 -3.823590 0.672760 0.84 0.66 1.49
O 1.452665 -3.205730 1.728090 -1.05 -1.37 -2.14
O 2.075465 -3.814740 -0.359030 -0.13 -0.81 -0.56
C 3.286685 -3.091410 -0.175510 0.13 1.27 0.41
H 1.885395 -6.769350 -0.528270 -0.10 -0.04 0.08
H 0.400785 -7.752350 -0.729170 0.05 0.24 -0.74
H 0.713445 -7.157230 0.774270 0.22 0.58 0.29
H -1.031035 -5.791640 -0.715920 0.04 0.23 0.52
H 0.351815 -5.238790 -1.598260 0.19 0.63 0.30
H 2.985735 -2.065560 0.037010 0.32 0.06 0.27
H 3.897605 -3.030300 -1.076150 -0.49 -0.63 -0.18
H 3.880035 -3.488460 0.648130 -0.16 -0.06 0.00
Cl -0.866215 3.489580 2.491130 -0.10 -0.22 -0.05
C -0.419115 2.619530 3.976310 0.00 0.39 -0.30
Cl -1.576025 1.369120 4.395780 0.04 -0.09 -0.18
Cl -0.337205 3.793520 5.281930 0.30 0.04 0.28
H 0.558885 2.177110 3.786870 -0.19 -0.02 0.28
Cl -1.596025 -1.911710 5.033920 -0.02 -0.56 -0.21
C -1.490225 -2.767540 3.472750 0.31 -0.35 0.40
Cl -2.576135 -2.048580 2.322120 -0.55 0.14 -0.39
Cl -1.857655 -4.528580 3.606730 0.35 0.85 0.16
H -0.476445 -2.619500 3.100680 -0.07 -0.40 0.08
Cl 4.375975 1.603620 -4.074130 -0.04 0.61 -0.34
C 4.233755 0.668540 -2.603260 -0.04 0.96 0.31
Cl 4.939445 1.616310 -1.218340 -0.38 -0.76 -0.64
Cl 5.035535 -0.850580 -2.886670 0.16 -0.58 0.45
H 3.169235 0.538510 -2.408350 0.21 -0.17 0.34
C 1.847835 -2.515650 6.810340 0.06 -0.42 -1.17
C 2.120505 -2.841410 5.447770 0.49 1.93 0.52
C 2.249415 -1.753700 4.547280 -1.67 0.76 1.95
N 1.904705 -0.452580 4.934980 1.40 -1.76 -1.02
C 1.717965 -0.228440 6.219150 -0.03 0.24 0.43
C 1.690655 -1.201270 7.197500 -0.14 -1.19 -0.08
H 1.748065 -3.284110 7.562610 0.08 -0.24 -0.08
H 2.333175 -3.856960 5.148090 -0.09 0.00 -0.11
H 2.504715 -1.893190 3.507200 -0.08 -0.02 -0.05
H 1.616255 0.781970 6.586770 -0.28 0.45 -0.51
H 1.473775 -0.999970 8.236170 0.11 0.35 -0.01
C -5.423045 0.254990 1.089330 -0.04 -0.05 -0.42
C -6.468185 1.177260 1.115140 0.96 -0.13 -0.59
C -6.600915 2.019750 0.006500 -0.14 -0.86 0.59
N -5.826375 1.941680 -1.059790 0.35 -0.13 -0.56
C -4.842615 1.020310 -1.092840 -0.69 0.30 0.46
C -4.588885 0.148660 -0.048870 -0.72 0.74 0.92
H -5.292395 -0.403520 1.935320 0.19 -0.09 0.07
H -7.131045 1.282090 1.961330 0.01 -0.11 0.04
H -7.439275 2.700520 0.016510 0.10 0.43 -0.33
H -4.264735 0.970900 -2.003890 0.11 0.11 -0.11
H -3.727815 -0.502830 -0.071930 -0.18 -0.29 -0.01
C 0.937815 5.537490 -0.214880 1.42 -1.20 -1.29
C 0.637555 4.461570 -1.099030 1.93 0.57 0.47
C 1.641745 4.089040 -2.055200 0.01 2.66 -0.36
N 2.707655 4.874380 -2.355280 0.09 0.14 2.84
C 3.040725 5.864850 -1.403910 -1.47 -1.88 -3.02
C 2.196365 6.199820 -0.386380 -0.91 -0.47 0.65
H 0.349575 5.758440 0.663510 -0.35 0.16 -0.23
H -0.250525 3.850540 -1.033050 -0.11 0.08 0.23
H 1.527705 3.291340 -2.774280 -0.40 -0.34 0.16
H 3.930385 6.413620 -1.675480 0.12 0.06 0.33
H 2.549045 6.961500 0.293230 -0.32 0.11 0.23
C -0.596525 0.391950 1.080660 -1.69 -0.67 -0.97
C 0.708935 0.239180 1.459510 0.10 0.44 -0.27
C 1.651495 0.332680 0.466320 0.08 0.19 -1.95
N 1.386995 0.491140 -0.885240 -0.33 0.67 2.17
C 0.081915 0.691090 -1.210300 1.65 -0.70 0.82
C -0.938055 0.565160 -0.273790 0.73 0.01 0.07
H -1.399715 0.251190 1.788820 0.03 0.24 0.10
H 1.032625 0.081270 2.477690 -0.12 0.03 0.20
H 2.673765 0.330790 0.814690 0.43 -0.26 -0.63
H -0.056035 0.945630 -2.250770 -0.40 -0.24 -0.17
H -1.942545 0.522190 -0.668200 -0.19 0.42 0.44
```
Forces are in eV/Å.

Results of the Löwdin charge analysis, in e, for atoms 1 through 4:
1. C -0.0525
2. C -0.2199
3. O 0.0166
4. C -0.5196


[3]
The following is a quantum chemistry calculation of 2 unconnected molecules or ions with the total composition C4H14N2O2, from OMol25.

The value obtained for the lowest unoccupied orbital energy is 0.026 hartree. Its SMILES is C[C@@H](O)CNCN.O. For the energy above the lowest of the compared OMol25 structures with the same formula, charge and spin, the calculation gives 46.82 kcal per mole. The net charge is 0. Its HOMO energy is -9.3422 eV.

XYZ file:
```
22
Properties=species:S:1:pos:R:3:forces:R:3
C -0.361157 -1.546448 -2.358031 -0.78 2.23 -1.08
C 0.873257 -1.013400 -1.623104 -2.12 2.35 -1.12
O 1.279340 0.223400 -2.296894 -1.76 1.31 1.26
C 0.590424 -0.824340 -0.110331 -0.33 0.23 -1.54
N 0.455538 0.604989 0.209892 -0.02 0.39 0.35
C 0.635741 0.899341 1.628371 -1.15 -1.06 1.87
N 0.592376 2.355601 2.015251 0.31 -0.05 -1.61
H -1.157846 -0.728578 -2.296248 0.83 -1.03 -0.02
H -0.801445 -2.437361 -1.994053 -0.21 -1.00 0.80
H -0.197940 -1.712220 -3.440285 0.26 0.22 0.55
H 1.668531 -1.618741 -1.844897 2.10 -1.70 0.01
H 0.609448 0.957510 -2.024224 1.52 -2.09 -0.98
H -0.361242 -1.411918 -0.033182 0.62 0.82 0.96
H 1.389289 -1.321403 0.418303 0.24 -0.12 0.66
H 1.067418 1.236584 -0.333556 -0.11 -1.09 0.45
H -0.176029 0.215900 2.183977 1.44 1.90 -0.84
H 1.608034 0.470778 2.060481 -0.92 0.74 -0.75
H -0.303733 2.879737 1.979571 0.36 -1.36 -0.02
H 1.141239 2.874822 1.284843 -0.30 -0.72 1.08
O -3.243426 -0.057155 2.280344 0.75 1.39 1.69
H -2.805557 -0.485974 1.568777 0.51 -0.65 -1.10
H -2.502260 0.438878 2.724995 -1.25 -0.71 -0.60
```
Forces are in eV/Å.

Results of the natural (NBO) charge analysis, in e, for atoms 1 through 4:
1. C -0.6350
2. C 0.0963
3. O -0.7228
4. C -0.2459


[4]
The following is a quantum chemistry calculation of 2 unconnected molecules or ions with the total composition C9H14O, from OMol25.

The value obtained for the lowest unoccupied orbital energy is 0.031 hartree. Its SMILES is Cc1ccc(O)cc1.CC. For the energy above the lowest of the compared OMol25 structures with the same formula, charge and spin, the calculation gives 22.13 kcal per mole. The net charge is 0. Its HOMO energy is -8.2429 eV.

XYZ file:
```
24
Properties=species:S:1:pos:R:3:forces:R:3
C -0.346896 -1.735101 2.842348 -0.93 0.14 1.40
C 0.364140 -1.191341 1.635832 -0.88 0.53 1.22
C 0.155297 0.201808 1.365646 0.61 -3.00 -0.98
C 0.978361 0.719173 0.396265 0.50 0.80 -0.22
C 2.012069 -0.044318 -0.200682 -0.34 0.49 0.84
O 2.961661 0.547081 -0.970846 0.66 -0.90 -0.31
C 2.193660 -1.382191 0.086626 -1.00 0.71 -0.32
C 1.269154 -1.970246 0.962807 1.66 0.30 -0.20
H 0.103873 -2.564265 3.394792 0.28 -0.24 -0.74
H -1.400628 -1.997105 2.694446 0.10 -0.10 -0.32
H -0.394058 -0.986581 3.656268 0.07 0.11 -0.55
H -0.743007 0.606162 1.807518 0.38 0.79 0.12
H 0.948708 1.782895 0.167377 -0.13 -0.08 -0.18
H 2.736102 1.419745 -1.245610 -0.48 0.96 -0.12
H 3.025832 -1.865320 -0.402956 -0.08 -0.39 0.13
H 1.472876 -2.999072 1.225846 -0.44 -0.11 0.20
C -1.438165 1.553345 -2.746018 -0.61 -0.73 -0.75
C -2.391443 1.362415 -1.534410 1.03 0.45 -0.33
H -1.411299 0.556505 -3.188722 0.15 0.20 -0.58
H -1.877465 2.251420 -3.466266 -0.01 -0.27 -0.02
H -0.385483 1.832110 -2.704705 -0.08 0.21 1.03
H -3.146542 2.145402 -1.555874 -0.14 -0.17 0.28
H -1.853408 1.385582 -0.594001 -0.03 0.10 0.25
H -2.833338 0.371897 -1.625680 -0.30 0.19 0.13
```
Forces are in eV/Å.

Results of the natural (NBO) charge analysis, in e, for atoms 1 through 4:
1. C -0.6363
2. C -0.0519
3. C -0.1874
4. C -0.2826


[5]
The following is a quantum chemistry calculation of a molecular structure, C5H9NO4, from OMol25.

The value obtained for the lowest unoccupied orbital energy is 0.014 hartree. For the energy above the lowest of the compared OMol25 structures with the same formula, charge and spin, the calculation gives 94.63 kcal per mole. The net charge is 0. Its HOMO energy is -10.2404 eV.

XYZ file:
```
19
Properties=species:S:1:pos:R:3:forces:R:3
N 0.778162 -0.767849 -2.221766 0.43 1.77 1.77
C -1.110441 -0.491715 -1.381920 -0.48 1.69 2.83
O -1.689943 0.573214 -1.221988 2.52 -2.44 -1.04
C -1.924172 -1.666150 -1.916831 0.35 -0.57 0.24
C -2.493891 -1.436686 -3.326488 0.02 0.38 -0.09
C -2.402602 -2.825216 -3.949483 -0.25 -0.27 -0.28
C -1.266222 -3.469524 -3.192516 0.81 -0.21 -0.75
O -0.484876 -4.310973 -3.549339 -0.69 0.26 0.24
O -1.147540 -2.865426 -1.995069 0.19 0.27 0.58
H 0.910733 -0.020499 -2.895465 0.43 -0.19 0.00
H 1.053425 -1.673289 -2.586989 0.10 0.12 -0.09
H -2.735619 -1.843248 -1.197003 0.31 0.18 -0.02
H -3.509865 -1.032283 -3.284554 0.28 -0.08 0.00
H -1.868396 -0.726084 -3.883204 -0.12 -0.15 0.19
H -3.305096 -3.427663 -3.765623 0.18 0.18 -0.04
H -2.205095 -2.834126 -5.026626 -0.04 -0.01 0.31
H 1.151939 -0.504892 -0.983966 -1.65 -0.30 -3.84
O 0.004778 -0.832181 -0.045203 -0.76 -1.50 -1.56
H 0.458262 -1.656095 -0.425348 -1.63 0.88 1.53
```
Forces are in eV/Å.

Results of the natural (NBO) charge analysis, in e, for atoms 1 through 4:
1. N -1.0829
2. C 0.8177
3. O -0.5704
4. C -0.0208